1.
Molecular formula: C42H51F9N6O6
Method: DFT, ωB97M-V with the def2-TZVPD basis set

* SMILES string: CCOC(=O)C(F)(F)F.CCOC(=O)C(F)(F)F.CCOC(=O)C(F)(F)F.c1cc[nH]c1.c1cc[nH]c1.c1cc[nH]c1.c1cc[nH]c1.c1cc[nH]c1.c1cc[nH]c1.c1ccccc1
* total charge: 0
* strongest force on any atom: 2.21 eV Å⁻¹
* relative energy (zero: lowest compared OMol25 entry of this formula, charge and spin): 0.0 kJ/mol
* Kohn-Sham gap: 0.29901 Eh
* highest occupied orbital energy: -7.8 eV

Cartesian coordinates (Å):
C -16.39888 -2.03984 3.34187
C -16.06244 -3.41215 3.92148
O -17.21235 -4.17584 4.26795
C -17.70110 -4.96805 3.33859
O -17.34808 -4.98030 2.19470
C -18.83931 -5.89917 3.80855
F -19.97234 -5.52708 3.21125
F -18.54860 -7.15077 3.47172
F -18.99255 -5.77602 5.13422
H -17.06010 -2.18938 2.48512
H -15.51481 -1.51673 2.97515
H -16.87606 -1.33599 4.02612
H -15.55777 -3.20355 4.86663
H -15.39724 -3.93497 3.23770
C -19.79055 -6.66164 0.17662
C -20.00387 -5.39864 -0.65446
O -20.51983 -4.44659 0.26659
C -20.06658 -3.20531 0.23087
O -19.24463 -2.76316 -0.51300
C -20.64640 -2.32567 1.35597
F -21.83799 -2.74107 1.80292
F -19.77643 -2.29701 2.37184
F -20.81214 -1.08288 0.87005
H -20.67768 -6.87941 0.77483
H -19.01148 -6.50762 0.92216
H -19.50874 -7.53656 -0.40936
H -20.66199 -5.57169 -1.50523
H -19.02538 -5.12827 -1.05625
C -19.97220 0.37801 4.57980
C -19.81902 1.73571 3.92368
O -18.44939 2.06660 3.72829
C -17.83281 1.69418 2.63396
O -18.26485 1.04996 1.73067
C -16.37392 2.20857 2.61545
F -15.62698 1.12061 2.33946
F -16.14516 3.11300 1.67464
F -16.01359 2.71935 3.78260
H -21.00803 0.18819 4.84836
H -19.29324 0.24892 5.42687
H -19.64278 -0.37417 3.85983
H -20.38503 2.52916 4.40314
H -20.28701 1.61188 2.94012
C -22.39455 -2.70131 5.50347
C -23.64319 -2.49008 6.12000
C -24.07687 -3.68946 6.60190
N -23.16026 -4.64599 6.20021
C -22.10594 -4.03661 5.55972
H -21.79402 -1.97906 4.97392
H -24.14272 -1.55033 6.29595
H -24.93438 -3.95509 7.19418
H -23.29554 -5.61842 6.39900
H -21.34788 -4.61685 5.06795
C -14.59710 -1.44336 -0.77934
C -14.00004 -2.71773 -0.94109
C -14.90099 -3.64176 -0.47067
N -16.02226 -2.97803 -0.07559
C -15.83389 -1.62021 -0.22018
H -14.12298 -0.51733 -1.06108
H -13.04122 -2.97490 -1.35950
H -14.90809 -4.71752 -0.39005
H -16.88606 -3.38314 0.23604
H -16.64631 -0.95036 0.00856
C -13.19660 -1.66907 7.86627
C -13.22572 -2.49124 9.00647
C -13.01996 -3.79632 8.59865
N -12.91783 -3.78744 7.24582
C -12.97526 -2.50642 6.77490
H -13.33869 -0.59981 7.90112
H -13.41932 -2.12083 9.99968
H -12.93939 -4.72868 9.13149
H -12.81060 -4.60753 6.67065
H -12.89854 -2.36176 5.70900
C -13.93282 2.07828 7.46291
C -14.86520 1.42826 6.61692
C -14.20018 0.93672 5.53294
N -12.87442 1.25922 5.68079
C -12.69654 1.88342 6.89345
H -14.11418 2.59255 8.39099
H -15.91451 1.24535 6.78995
H -14.55285 0.42208 4.65601
H -12.13994 0.95641 5.07052
H -11.71241 2.22085 7.17391
C -18.20992 -0.64654 8.72400
C -18.64502 -1.75996 7.99614
C -17.55665 -2.31504 7.34822
N -16.46007 -1.64728 7.82737
C -16.82903 -0.58533 8.58402
H -18.78087 0.07127 9.28886
H -19.64868 -2.15316 7.91687
H -17.39451 -3.05259 6.58149
H -15.50985 -1.92854 7.62905
H -16.08920 0.10407 8.95214
C -14.16091 -6.45630 5.92160
C -13.19024 -7.01082 6.79146
C -11.95942 -6.88418 6.20806
N -12.12659 -6.19286 5.03353
C -13.48114 -5.99981 4.82807
H -15.23022 -6.45666 6.04768
H -13.44306 -7.44176 7.74728
H -10.98092 -7.10400 6.60072
H -11.37200 -5.99240 4.40525
H -13.79348 -5.61095 3.87277
C -18.54900 -10.84634 3.73480
C -17.78451 -9.98755 2.95681
C -18.01786 -9.85931 1.60497
C -19.10799 -10.53364 1.03669
C -19.83711 -11.41635 1.80689
C -19.63068 -11.50810 3.17677
H -18.33579 -11.02287 4.78161
H -16.93141 -9.50114 3.41756
H -17.43626 -9.21153 0.96177
H -19.28313 -10.48918 -0.03059
H -20.67051 -11.94262 1.35320
H -20.10343 -12.24171 3.81884

Forces on the atoms, in the same order (eV/Å):
C -0.569 -0.132 -0.636
C 0.936 1.952 0.346
O -0.498 -0.682 0.454
C 0.182 0.477 -0.431
O 0.031 -0.271 -0.561
C 0.605 0.981 0.475
F -0.146 -0.201 0.021
F -0.251 0.032 0.269
F -0.245 -0.577 -0.224
H 0.037 0.265 -0.011
H 0.179 -0.346 -0.056
H -0.149 -0.396 0.307
H 0.092 -0.571 0.052
H -0.228 -0.292 0.039
C -0.256 -0.047 0.423
C 1.249 -1.591 0.041
O -0.552 0.768 0.165
C 0.199 -0.396 -0.073
O 0.229 0.138 -0.174
C -0.724 0.338 -0.572
F 0.461 -0.031 0.048
F -0.082 0.036 0.103
F 0.217 -0.378 0.450
H -0.149 -0.181 -0.305
H 0.202 0.165 -0.220
H -0.153 0.120 -0.167
H -0.358 0.320 0.244
H -0.203 0.579 0.056
C 0.931 -0.150 -0.022
C -1.394 -1.208 -1.213
O 0.211 0.846 0.925
C -0.079 0.407 -0.191
O -0.234 -0.351 -0.395
C -0.218 -0.696 0.243
F 0.387 0.236 0.138
F -0.167 0.145 -0.276
F 0.260 0.009 0.040
H 0.020 0.025 0.138
H -0.370 0.191 0.290
H -0.229 -0.047 -0.018
H 0.732 0.283 0.399
H 0.159 0.316 -0.064
C 0.475 0.104 -0.664
C -0.232 0.463 0.733
C 0.443 -0.659 -0.520
N -0.413 0.536 0.576
C -0.783 -0.380 -0.139
H 0.008 0.048 0.126
H 0.063 0.021 -0.114
H -0.067 -0.017 -0.066
H 0.338 -0.125 -0.082
H 0.157 0.021 0.168
C 0.398 0.304 -0.047
C -0.115 -0.612 0.222
C -0.430 -0.317 -0.087
N 0.103 0.928 0.239
C -0.363 -0.623 -0.341
H -0.184 0.117 0.090
H 0.067 0.201 0.031
H 0.316 0.021 -0.164
H 0.054 -0.179 0.083
H 0.134 0.165 0.021
C 0.192 -0.274 -0.732
C 0.042 -0.421 0.289
C -0.300 0.212 0.238
N 0.449 0.290 -0.072
C -0.464 0.129 0.273
H 0.100 0.022 -0.357
H 0.140 -0.235 0.119
H -0.124 0.079 0.125
H 0.024 0.077 0.110
H -0.023 0.337 0.060
C 0.520 -0.495 -0.017
C -0.701 -0.181 -0.053
C 0.451 0.113 -0.076
N -0.223 -0.281 0.546
C 0.082 0.542 -0.592
H -0.073 -0.056 0.040
H -0.018 0.325 0.020
H -0.020 -0.056 0.032
H 0.085 0.037 -0.022
H -0.061 0.012 0.129
C 1.068 0.619 0.391
C -0.680 -0.776 -1.138
C 0.405 0.344 1.078
N 0.301 0.074 -1.020
C -0.538 -0.373 0.384
H -0.185 -0.147 0.012
H -0.046 0.279 -0.115
H -0.415 -0.387 0.262
H 0.062 0.331 -0.057
H -0.056 -0.026 0.182
C 0.177 -0.220 -0.519
C -0.391 -0.307 0.429
C 0.049 0.613 0.378
N -0.513 -0.730 0.390
C 0.655 0.331 -0.688
H -0.007 0.073 0.062
H 0.317 -0.099 0.007
H 0.004 -0.083 -0.095
H -0.136 0.081 -0.246
H -0.209 0.156 0.142
C -0.415 0.224 -0.026
C 0.817 -0.222 0.443
C -1.025 0.119 -0.548
C 0.984 -0.309 0.063
C -1.254 0.295 0.134
C 1.083 -0.669 0.089
H 0.155 0.234 -0.008
H -0.059 0.117 -0.094
H 0.199 0.037 0.208
H -0.074 0.163 0.014
H 0.132 -0.131 0.007
H -0.520 0.109 -0.301

2.
Molecular formula: C42H51N7O9
Method: DFT, ωB97M-V with the def2-TZVPD basis set

* SMILES string: O=C1OCCO1.O=C1OCCO1.O=C1OCCO1.c1ccncc1.c1ccncc1.c1ccncc1.c1ccncc1.c1ccncc1.CCCC#N.CCCC#N
* total charge: 0
* strongest force on any atom: 2.32 eV Å⁻¹
* relative energy (zero: lowest compared OMol25 entry of this formula, charge and spin): 107.5 kJ/mol
* Kohn-Sham gap: 0.35797 Eh
* highest occupied orbital energy: -9.4 eV

Cartesian coordinates (Å):
O -3.71924 3.96068 -2.26750
C -4.16805 3.15420 -1.49754
O -3.51948 2.02059 -1.17834
C -4.32389 1.28369 -0.23724
C -5.22061 2.36865 0.29731
O -5.20546 3.38262 -0.70584
H -4.90534 0.49403 -0.70957
H -3.71136 0.89914 0.57268
H -4.97209 2.80393 1.27097
H -6.24242 2.02183 0.48065
O -3.50448 -2.16348 0.10444
C -3.09805 -2.66431 -0.89840
O -3.05284 -2.15223 -2.14516
C -2.13910 -2.96383 -2.91173
C -2.30778 -4.31384 -2.22124
O -2.64513 -3.92580 -0.90926
H -2.58265 -3.00443 -3.90811
H -1.13395 -2.55716 -3.00609
H -1.38399 -4.89085 -2.22893
H -3.08900 -4.88993 -2.72148
O 1.14201 -4.95596 1.57322
C 0.11938 -4.65141 2.08552
O -1.07712 -5.32410 2.03326
C -2.03419 -4.61592 2.83165
C -1.37491 -3.25490 3.06841
O -0.02600 -3.47099 2.73911
H -3.01077 -4.50625 2.36310
H -2.16745 -5.21412 3.73607
H -1.49682 -3.14803 4.14409
H -1.92822 -2.58640 2.41222
C 5.26669 -0.69376 0.95771
C 6.03330 -1.36818 0.01618
C 5.45511 -2.39009 -0.73557
N 4.15605 -2.72921 -0.67924
C 3.43781 -2.08670 0.23851
C 3.93409 -1.06451 1.01763
H 5.54428 0.20615 1.49065
H 7.05879 -1.12957 -0.23473
H 6.12702 -2.81361 -1.47189
H 2.38184 -2.28017 0.35306
H 3.21251 -0.49903 1.59284
C 3.52984 0.83149 4.70839
C 2.51416 1.70113 4.35871
C 1.37695 1.16695 3.75673
N 1.18912 -0.12219 3.53333
C 2.18420 -0.95065 3.89669
C 3.36169 -0.53656 4.49745
H 4.45689 1.27557 5.05069
H 2.65051 2.77069 4.43610
H 0.57421 1.82199 3.42517
H 2.06439 -2.00781 3.68890
H 4.15064 -1.22882 4.75275
C -0.54618 0.37518 0.31129
C -0.11856 0.86689 -0.91498
C 0.53478 -0.02180 -1.77592
N 0.55353 -1.33180 -1.56103
C 0.08398 -1.77919 -0.39225
C -0.34154 -0.96405 0.62760
H -1.07344 1.04411 0.98349
H -0.25239 1.90916 -1.17107
H 0.87188 0.24439 -2.77265
H 0.17544 -2.83188 -0.13276
H -0.69079 -1.24207 1.60730
C -0.63402 3.46874 -4.11658
C -1.67192 3.20207 -4.97005
C -1.37634 2.89660 -6.30141
N -0.10554 2.84734 -6.72508
C 0.88861 3.04117 -5.85506
C 0.68877 3.32432 -4.52374
H -0.88817 3.76190 -3.10313
H -2.69098 3.31920 -4.62457
H -2.13679 2.69653 -7.04142
H 1.87078 2.89240 -6.29056
H 1.47905 3.48525 -3.80345
C 4.14361 -1.33356 -3.78645
C 4.87407 -2.42802 -4.26594
C 5.04273 -2.64957 -5.61729
N 4.61383 -1.76493 -6.53886
C 3.84976 -0.78290 -6.09964
C 3.63197 -0.47531 -4.75419
H 3.94040 -1.01960 -2.77323
H 5.30191 -3.17463 -3.60782
H 5.60594 -3.52290 -5.91532
H 3.42382 -0.19016 -6.90329
H 3.15504 0.45858 -4.48962
C 0.97584 4.28807 1.17044
C -0.06182 5.06234 0.36484
C -1.52575 4.79068 0.65061
C -1.89033 4.14005 1.91591
N -2.14514 3.58583 2.88909
H 0.88551 4.55250 2.22446
H 1.95460 4.52102 0.75002
H 0.90801 3.20211 1.06071
H 0.13820 4.79316 -0.67616
H 0.16212 6.12740 0.44421
H -1.84010 3.98212 -0.02990
H -2.18428 5.59546 0.32875
C -3.82911 0.31357 3.69378
C -2.43545 0.16406 4.28552
C -2.20337 -0.63615 5.58720
C -3.14075 -1.75640 5.66077
N -3.89189 -2.61564 5.68608
H -4.50496 0.93316 4.28743
H -4.41505 -0.61193 3.63419
H -3.74726 0.60341 2.64894
H -1.94088 1.12747 4.41621
H -1.86058 -0.36817 3.52340
H -2.27885 -0.04386 6.49666
H -1.21301 -1.08028 5.46820

Forces on the atoms, in the same order (eV/Å):
O -0.468 -0.534 -0.152
C 1.749 1.405 -0.156
O -0.316 -0.778 -0.034
C 0.056 0.393 0.484
C -1.554 0.073 1.161
O -0.641 -0.315 0.146
H 0.364 -0.065 -0.239
H 0.260 -0.300 -0.377
H 0.733 0.063 -0.284
H 0.003 0.007 -0.537
O -0.181 0.682 -0.182
C -0.126 -0.501 -0.009
O 0.590 0.634 0.711
C -1.177 -0.442 -1.238
C 0.962 0.250 -0.956
O 0.078 -0.662 0.550
H 0.229 0.045 -0.033
H -0.026 0.138 0.636
H -0.076 -0.021 0.246
H -0.189 -0.026 0.441
O 0.063 -0.624 -0.043
C -0.947 0.309 -0.460
O 0.920 0.504 -0.274
C 0.011 -0.697 0.317
C -1.406 -1.694 0.718
O 0.142 0.256 -0.034
H 0.239 -0.240 -0.438
H -0.002 0.235 0.094
H 0.215 1.133 -0.144
H 0.599 0.721 0.255
C -0.667 0.221 -0.797
C 0.143 -0.225 0.110
C -0.335 0.827 0.208
N 0.791 -0.384 0.205
C 0.037 0.210 -0.267
C -0.100 0.439 0.383
H 0.542 -0.187 0.071
H 0.060 0.150 0.364
H -0.448 -0.524 -0.186
H 0.008 -0.491 -0.342
H 0.177 -0.054 0.250
C 0.113 0.157 -0.173
C -0.044 -0.259 -0.551
C -0.206 0.585 0.144
N 0.431 -0.726 0.113
C -0.089 -0.140 0.231
C 0.011 0.747 0.018
H 0.060 -0.347 0.279
H -0.137 0.018 0.131
H 0.016 0.027 0.071
H -0.288 0.013 -0.098
H -0.077 -0.142 -0.062
C 0.122 0.471 -0.485
C 0.550 -0.270 0.198
C -1.109 -0.188 -0.382
N 0.001 -0.391 0.304
C 0.863 -0.456 0.830
C -1.170 1.480 -0.152
H 0.165 -0.049 0.224
H 0.003 0.001 -0.124
H 0.184 0.429 0.163
H 0.001 -0.170 -0.648
H 0.337 -0.629 -0.084
C 0.227 -0.132 0.785
C -0.570 0.200 -0.879
C 1.138 0.195 0.649
N -0.562 -0.206 -0.201
C -0.006 -0.518 -0.579
C -0.621 0.391 0.350
H 0.136 -0.042 0.031
H -0.002 -0.124 -0.019
H -0.121 0.018 -0.035
H 0.141 0.214 0.198
H 0.222 -0.030 -0.215
C -0.017 0.769 -1.201
C -0.340 -0.492 0.984
C 0.075 1.346 0.143
N -0.271 -1.534 0.147
C 0.170 0.636 -0.213
C 0.316 -0.393 -0.302
H 0.405 -0.711 0.327
H -0.164 0.122 0.230
H 0.045 0.080 -0.403
H 0.004 0.343 0.218
H -0.330 -0.139 0.024
C -0.182 -0.100 -0.073
C 0.935 -0.001 -0.298
C -0.826 -1.616 -0.876
C 0.335 0.948 0.192
N -0.055 -0.162 0.002
H 0.377 -0.111 0.039
H 0.109 0.262 0.411
H -0.393 0.016 0.085
H -0.322 0.253 -0.096
H -0.110 -0.009 0.121
H 0.134 0.131 -0.241
H -0.021 0.218 0.615
C -0.804 -0.557 0.541
C 0.392 -0.199 -0.485
C -0.459 -0.334 -0.707
C 0.459 0.668 0.245
N -0.536 -0.757 -0.034
H 0.284 0.563 -0.283
H 0.560 -0.349 0.160
H -0.041 0.617 0.157
H -0.171 0.082 -0.142
H 0.191 0.118 0.024
H 0.076 0.009 -0.011
H 0.139 0.220 0.502

> The highest highest occupied orbital energy belongs to which entry?

C42H51F9N6O6